Record 1
{
  "formula": "C17H18N4O5S2",
  "method": "ωB97M-V with the def2-TZVPD basis set",
  "elements": ["C", "H", "O", "C", "C", "C", "C", "C", "C", "H", "H", "O", "C", "H", "H", "H", "N", "C", "O", "C", "H", "C", "N", "S", "O", "O", "C", "C", "C", "C", "C", "N", "S", "N", "C", "H", "H", "H", "H", "H", "H", "H", "H", "H", "H", "H"],
  "coordinates": [[2.1874, -1.1143, -4.5676], [2.6745, -0.1975, -4.9156], [2.4546, -1.3600, -3.2076], [1.9786, -0.4835, -2.2875], [2.1666, -0.8516, -0.9520], [1.6975, -0.0467, 0.0632], [1.0357, 1.1617, -0.2307], [0.8854, 1.5351, -1.5506], [1.3453, 0.7163, -2.5751], [1.1921, 1.0367, -3.5923], [0.3921, 2.4583, -1.8080], [0.5700, 1.8538, 0.8658], [-0.0797, 3.0885, 0.6598], [-0.4685, 3.3782, 1.6346], [-0.9148, 2.9868, -0.0371], [0.6222, 3.8430, 0.2917], [1.8009, -0.3936, 1.4193], [1.5513, -1.6249, 1.9489], [1.6015, -2.6528, 1.3083], [1.1449, -1.5601, 3.4087], [1.7063, -0.7922, 3.9425], [-0.3627, -1.2764, 3.5121], [-0.7370, 0.0709, 3.1127], [-2.2747, 0.3592, 2.5498], [-3.1408, -0.6409, 3.0928], [-2.5515, 1.7406, 2.8284], [-2.2387, 0.2287, 0.7538], [-2.8472, 1.1951, 0.0010], [-2.8301, 1.1471, -1.4063], [-2.1899, 0.1413, -2.0831], [-1.5582, -0.8645, -1.3382], [-0.8730, -1.9266, -1.7782], [-0.3348, -2.7613, -0.5221], [-0.9553, -1.8588, 0.6427], [-1.6005, -0.8263, 0.1004], [-2.1621, 0.1057, -3.1602], [-3.3305, 1.9297, -1.9566], [-3.3369, 2.0048, 0.5192], [-0.0858, 0.5730, 2.5307], [-0.9115, -2.0067, 2.9106], [-0.6743, -1.3896, 4.5550], [1.3352, -2.5309, 3.8657], [1.7423, 0.4031, 2.0390], [2.6629, -1.7800, -0.7269], [1.1112, -1.0528, -4.7551], [2.6001, -1.9656, -5.1061]],
  "forces_ev_per_angstrom": [[-0.027, 0.032, -0.178], [-0.030, -0.021, 0.022], [0.053, -0.102, 0.271], [-0.082, 0.276, 0.215], [0.110, 0.130, -0.173], [-0.087, 0.074, -0.289], [0.031, -0.032, -0.074], [-0.006, 0.164, 0.422], [0.182, -0.276, -0.268], [0.005, -0.001, -0.134], [-0.070, 0.101, 0.012], [0.268, -0.449, -0.065], [-0.101, 0.304, 0.011], [0.001, 0.056, -0.091], [0.054, 0.003, 0.011], [-0.033, -0.041, -0.008], [0.073, 0.541, 0.003], [0.271, -0.088, 0.526], [0.321, -0.190, 0.218], [-0.365, 0.018, -0.193], [0.087, 0.017, 0.041], [-0.310, -0.725, 0.504], [-0.815, 0.291, -0.569], [0.213, 0.422, 0.361], [0.226, -0.298, -0.132], [0.126, -0.002, -0.331], [-0.324, 0.624, 0.775], [0.108, -0.177, 0.637], [0.150, -0.323, -0.598], [-0.307, 0.437, -0.140], [0.263, -0.439, 0.934], [0.047, -0.397, -0.635], [-1.035, 0.951, -0.463], [0.020, -0.185, 0.563], [0.494, -0.926, -0.980], [-0.011, 0.034, -0.134], [-0.040, 0.054, -0.056], [-0.048, 0.137, 0.001], [0.113, 0.224, -0.125], [0.201, 0.020, 0.246], [0.143, -0.118, -0.114], [0.028, 0.088, -0.037], [0.075, -0.219, -0.030], [0.056, -0.082, 0.048], [0.015, 0.011, 0.010], [-0.044, 0.082, -0.014]],
  "mulliken_charge": [-0.8745, 0.3415, -0.4588, 0.6782, -0.2252, -0.3381, 0.6724, -0.7535, -0.5648, 0.4472, 0.4040, -0.4490, -1.0141, 0.2623, 0.3446, 0.4161, -0.0665, 0.5189, -0.6479, -1.1650, 0.3659, -0.3890, -0.2560, 1.5051, -0.7217, -0.7278, -0.2886, -0.5822, -0.5454, -0.7971, 0.7595, -0.6241, 0.2247, -0.3619, 0.5384, 0.5149, 0.4020, 0.5474, 0.1839, 0.3930, 0.4111, 0.4138, 0.4342, 0.4885, 0.3315, 0.2521],
  "relative_energy_kj_mol": 24.5,
  "e_homo_ev": -8.3,
  "orbital_gap_ev": 7.41,
  "spin_multiplicity": 1,
  "total_charge": 0
}


Record 2
{
  "formula": "C24H34N2O6",
  "method": "ωB97M-V with the def2-TZVPD basis set",
  "elements": ["C", "C", "H", "H", "O", "C", "O", "C", "C", "H", "H", "C", "N", "C", "O", "C", "C", "C", "C", "C", "C", "H", "H", "O", "C", "C", "H", "H", "C", "N", "C", "O", "C", "C", "O", "C", "H", "H", "H", "H", "H", "H", "H", "C", "C", "H", "H", "H", "H", "H", "H", "H", "H", "H", "C", "C", "H", "H", "H", "H", "H", "H", "H", "H", "H", "H"],
  "coordinates": [[-7.9109, -4.1650, -0.7906], [-8.0630, -2.7200, -1.2424], [-9.1149, -2.4481, -1.3491], [-7.5371, -2.5623, -2.1896], [-7.5424, -1.8107, -0.2684], [-6.2291, -1.5791, -0.2881], [-5.4620, -2.0790, -1.0684], [-5.8524, -0.5627, 0.7757], [-4.3573, -0.6407, 1.1123], [-3.9935, -1.6520, 0.9282], [-4.2000, -0.4043, 2.1654], [-3.5541, 0.3335, 0.2547], [-3.9546, 1.6932, 0.5489], [-3.1166, 2.7496, 0.6639], [-3.5038, 3.8307, 1.0757], [-1.6989, 2.5379, 0.2439], [-0.6776, 2.8780, 1.1193], [0.6512, 2.7527, 0.7538], [0.9799, 2.3087, -0.5230], [-0.0483, 1.9973, -1.4168], [-1.3679, 2.1073, -1.0385], [-2.1475, 1.8755, -1.7481], [0.2201, 1.6748, -2.4106], [2.2370, 2.1552, -1.0165], [3.3683, 2.3784, -0.1911], [3.6020, 1.1962, 0.7610], [2.7146, 1.0199, 1.3707], [4.4387, 1.4343, 1.4196], [3.9171, -0.0641, -0.0507], [5.0770, 0.1570, -0.8791], [6.3188, -0.3549, -0.7023], [7.2548, -0.0106, -1.3990], [6.4707, -1.4094, 0.3837], [7.9298, -1.8751, 0.4658], [8.1767, -2.7562, 1.5361], [7.7156, -4.0675, 1.3332], [8.0889, -4.4770, 0.3866], [8.1027, -4.6605, 2.1600], [6.6206, -4.1274, 1.3357], [8.2231, -2.3308, -0.4893], [8.5720, -1.0096, 0.6421], [5.8201, -2.2556, 0.1514], [6.1822, -0.9981, 1.3532], [4.8745, 1.2219, -1.8414], [4.5737, 2.5368, -1.1231], [4.3614, 3.3125, -1.8586], [5.4394, 2.8392, -0.5328], [5.7834, 1.3088, -2.4376], [4.0326, 0.9585, -2.4882], [4.0642, -0.9137, 0.6126], [3.0655, -0.2800, -0.7070], [3.2349, 3.3066, 0.3829], [1.4135, 3.0191, 1.4692], [-0.9299, 3.2426, 2.1036], [-5.3499, 1.8936, 0.9012], [-6.2126, 0.8349, 0.2329], [-6.0432, 0.8704, -0.8453], [-7.2667, 1.0433, 0.4127], [-5.4763, 1.8538, 1.9908], [-5.6311, 2.8983, 0.5743], [-2.4877, 0.2234, 0.4622], [-3.7227, 0.0943, -0.8020], [-6.4531, -0.7711, 1.6643], [-8.3701, -4.8246, -1.5211], [-6.8571, -4.4171, -0.7019], [-8.3927, -4.3109, 0.1731]],
  "forces_ev_per_angstrom": [[0.066, 0.411, 0.027], [-0.013, -0.378, -0.384], [0.141, 0.005, -0.011], [-0.153, 0.024, 0.121], [-0.276, 0.098, 0.193], [0.186, 0.224, 0.424], [0.069, -0.113, -0.162], [0.025, -0.229, -0.168], [0.031, -0.011, -0.195], [0.025, 0.033, 0.072], [0.008, -0.005, 0.023], [0.247, -0.483, -0.005], [-0.195, 0.002, -0.013], [0.047, -0.028, -0.046], [0.038, 0.215, 0.175], [0.208, 0.208, 0.007], [-0.285, -0.087, -0.126], [0.364, 0.009, -0.041], [-0.317, -0.063, -0.063], [0.211, -0.003, 0.014], [0.054, 0.054, 0.187], [-0.091, -0.063, -0.080], [0.034, -0.032, -0.121], [-0.113, -0.020, -0.181], [0.532, 0.246, 0.474], [-0.278, -0.042, -0.330], [0.009, 0.034, 0.067], [0.013, 0.001, 0.065], [-0.139, -0.010, 0.390], [-0.229, 0.174, -0.247], [-0.203, -0.338, 0.227], [0.422, 0.035, -0.075], [0.514, -0.103, -0.054], [-0.050, 0.267, -0.167], [-0.019, 0.055, 0.158], [-0.032, -0.015, 0.010], [-0.006, -0.009, 0.015], [-0.058, -0.072, -0.052], [0.023, -0.030, -0.005], [0.029, 0.059, 0.094], [-0.065, -0.101, -0.131], [-0.097, 0.045, 0.090], [-0.097, -0.058, 0.018], [0.255, 0.287, -0.219], [-0.387, -0.210, -0.050], [0.015, 0.082, 0.023], [0.029, 0.027, 0.015], [-0.194, -0.022, 0.011], [0.068, -0.011, -0.022], [-0.016, 0.005, -0.085], [0.062, -0.091, 0.105], [-0.034, -0.130, -0.108], [0.091, -0.008, 0.034], [-0.022, 0.062, 0.083], [-0.290, 0.317, -0.082], [0.022, 0.054, 0.222], [-0.036, 0.026, -0.045], [0.011, 0.028, -0.063], [-0.035, 0.073, -0.046], [-0.012, -0.149, 0.129], [-0.161, -0.026, -0.079], [0.101, -0.028, 0.058], [0.017, 0.029, -0.061], [-0.054, -0.103, -0.068], [0.051, -0.061, -0.010], [-0.065, -0.057, 0.064]],
  "mulliken_charge": [-1.1056, -0.2578, 0.3241, 0.3187, -0.3347, 0.0645, -0.5837, 0.8444, -1.3422, 0.4325, 0.3890, -0.6031, 0.3223, 0.1038, -0.6757, 0.0648, -1.1689, -0.1467, 0.8365, -0.6721, -0.0968, 0.4282, 0.4452, -0.3812, 0.0329, -0.5871, 0.5338, 0.3721, -0.9856, 0.0480, 0.8292, -0.6760, -0.4837, -0.5795, -0.3817, -0.6786, 0.2975, 0.2493, 0.2594, 0.3507, 0.3065, 0.3774, 0.2930, -1.0354, -1.0068, 0.4390, 0.4187, 0.4352, 0.3761, 0.4839, 0.1870, 0.3667, 0.3628, 0.4488, -0.8748, -1.1737, 0.3382, 0.4335, 0.2943, 0.5101, 0.5286, 0.2505, 0.4521, 0.3765, 0.3093, 0.2961],
  "relative_energy_kj_mol": 15.3,
  "e_homo_ev": -8.7,
  "orbital_gap_ev": 9.24,
  "spin_multiplicity": 1,
  "smiles": "CCOC(=O)C1CCN(C(=O)c2ccc(OC3CCN(C(=O)CCOC)CC3)cc2)CC1",
  "total_charge": 0
}


Record 3
{
  "formula": "C4H7NO",
  "method": "ωB97M-V with the def2-TZVPD basis set",
  "elements": ["C", "C", "N", "C", "C", "H", "H", "H", "H", "H", "H", "H", "O"],
  "coordinates": [[-0.3099, 0.5793, -0.6031], [-1.5259, -0.0791, -0.1030], [-1.5253, -0.0019, 1.2532], [-0.4016, 0.7603, 1.6923], [0.3446, 1.1604, 0.5707], [0.0152, 0.8342, -1.6347], [-2.3179, -0.4463, -0.6361], [-2.2578, -0.2942, 1.8974], [-0.0492, 1.1822, 2.7029], [1.3324, 1.7605, 0.6564], [2.1557, -1.1040, -1.6878], [1.9170, -2.1950, -2.5055], [2.6549, -1.7812, -2.1133]],
  "forces_ev_per_angstrom": [[-1.531, 0.209, 1.717], [4.792, 2.455, -0.259], [1.648, 1.621, 1.457], [1.077, 1.096, -0.587], [-0.320, -1.006, 0.199], [-0.690, -0.651, 0.824], [-1.687, -1.095, -1.096], [0.359, 0.054, -0.630], [-1.549, -1.504, -1.299], [-2.051, -1.196, -0.378], [-0.007, 1.339, 1.046], [-1.021, -1.509, -1.195], [0.981, 0.188, 0.201]],
  "mulliken_charge": [-0.5241, -0.6304, -0.0502, -0.3516, -0.1200, 0.4347, 0.4578, 0.2219, 0.2771, 0.2918, 0.3248, 0.3068, -0.6386],
  "relative_energy_kj_mol": 183.9,
  "e_homo_ev": -8.3,
  "orbital_gap_ev": 9.21,
  "spin_multiplicity": 1,
  "smiles": "c1cc[nH]c1.O",
  "total_charge": 0
}